ORCA calculation (ωB97M-V/def2-TZVPD) on a cluster of 6 separate species, C14H38N2O16S4 in total in a non-equilibrium geometry.

E_tot (eV): -94207.6377
Strongest force on any atom (eV/A): 2.1
Orbital gap (eV): 10.7952
HOMO (eV): -11.00
SMILES: CCOS(C)(=O)=O.CCOS(C)(=O)=O.CCOS(C)(=O)=O.CCOS(C)(=O)=O.C[N+](=O)[O-].C[N+](=O)[O-]

Bonds (Å) are listed after each position.
CARTESIAN COORDINATES (ANGSTROEM)
1 C -4.24011 -1.70863 -2.93799  C2 1.522, H8 1.091, H9 1.089, H10 1.088
2 C -3.02316 -2.47635 -2.44053  C1 1.522, O3 1.414, H11 1.098, H12 1.093
3 O -3.34866 -3.62466 -1.68267  C2 1.414, S4 1.632
4 S -2.21466 -4.17047 -0.64309  O3 1.632, C5 1.809, O6 1.446, O7 1.434
5 C -1.09023 -5.00931 -1.78504  S4 1.809, H13 1.091, H14 1.087, H15 1.083
6 O -1.51197 -3.03919 -0.07939  S4 1.446
7 O -2.86731 -5.15814 0.16557  S4 1.434
8 H -4.93546 -2.37515 -3.45080  C1 1.091
9 H -3.92556 -0.95329 -3.65623  C1 1.089
10 H -4.77174 -1.22229 -2.12216  C1 1.088
11 H -2.37962 -2.75874 -3.28480  C2 1.098
12 H -2.39905 -1.74338 -1.92207  C2 1.093
13 H -0.42583 -4.20742 -2.10979  C5 1.091
14 H -1.63571 -5.30296 -2.67864  C5 1.087
15 H -0.57155 -5.81754 -1.28541  C5 1.083
16 C 4.68499 -1.32985 -0.36134  C17 1.518, H23 1.090, H24 1.092, H25 1.093
17 C 3.96182 -2.65895 -0.24154  C16 1.518, O18 1.424, H26 1.091, H27 1.097
18 O 4.38805 -3.29801 0.95782  C17 1.424, S19 1.629
19 S 4.98004 -4.81520 0.91203  O18 1.629, C20 1.818, O21 1.437, O22 1.432
20 C 3.41071 -5.68661 0.62492  S19 1.818, H28 1.086, H29 1.089, H30 1.090
21 O 5.86102 -4.91304 -0.21936  S19 1.437
22 O 5.44659 -5.13243 2.22868  S19 1.432
23 H 5.74443 -1.28638 -0.10724  C16 1.090
24 H 4.20654 -0.64151 0.33790  C16 1.092
25 H 4.64280 -0.91727 -1.37303  C16 1.093
26 H 2.89052 -2.45766 -0.29077  C17 1.091
27 H 4.26024 -3.31953 -1.06512  C17 1.097
28 H 2.61847 -5.34209 1.28234  C20 1.086
29 H 3.64487 -6.74167 0.75871  C20 1.089
30 H 3.11035 -5.52785 -0.41039  C20 1.090
31 C 2.71834 0.46728 2.84465  C32 1.510, H38 1.091, H39 1.093, H40 1.092
32 C 1.31005 -0.07627 2.85128  C31 1.510, O33 1.426, H41 1.092, H42 1.089
33 O 1.16438 -1.09155 3.84164  C32 1.426, S34 1.609
34 S 0.74570 -2.57732 3.38942  O33 1.609, C35 1.820, O36 1.448, O37 1.436
35 C -1.04716 -2.35036 3.17182  S34 1.820, H43 1.086, H44 1.083, H45 1.086
36 O 1.35347 -2.82454 2.09893  S34 1.448
37 O 0.93086 -3.43676 4.52480  S34 1.436
38 H 3.44406 -0.27010 2.49881  C31 1.091
39 H 3.11949 0.77163 3.81477  C31 1.093
40 H 2.77542 1.36413 2.22501  C31 1.092
41 H 0.62817 0.74345 3.08925  C32 1.092
42 H 1.04650 -0.39094 1.84285  C32 1.089
43 H -1.13908 -1.42456 2.61072  C35 1.086
44 H -1.40079 -2.31251 4.19516  C35 1.083
45 H -1.32680 -3.20611 2.56510  C35 1.086
46 C -2.39062 8.77786 -0.82138  C47 1.521, H53 1.091, H54 1.093, H55 1.090
47 C -2.24755 7.84445 -2.01395  C46 1.521, O48 1.437, H56 1.090, H57 1.089
48 O -1.00814 7.12539 -1.91175  C47 1.437, S49 1.616
49 S -1.15790 5.56731 -1.51058  O48 1.616, C50 1.785, O51 1.452, O52 1.440
50 C 0.55483 5.20670 -1.15966  S49 1.785, H58 1.088, H59 1.089, H60 1.084
51 O -1.94145 5.49281 -0.29095  S49 1.452
52 O -1.55364 4.87474 -2.70929  S49 1.440
53 H -3.42030 9.12936 -0.74227  C46 1.091
54 H -1.76503 9.67355 -0.84419  C46 1.093
55 H -2.08459 8.28455 0.10130  C46 1.090
56 H -3.12030 7.19403 -2.06931  C47 1.090
57 H -2.25561 8.40227 -2.94891  C47 1.089
58 H 1.02720 5.26688 -2.13783  C50 1.088
59 H 0.55216 4.17949 -0.79721  C50 1.089
60 H 0.99440 5.88422 -0.43672  C50 1.084
61 C -2.57156 2.72326 1.26953  N62 1.472, H65 1.085, H66 1.091, H67 1.083
62 N -2.93146 1.29858 1.17672  C61 1.472, O63 1.206, O64 1.212
63 O -4.10501 1.02754 1.12245  N62 1.206
64 O -2.05458 0.46482 1.25305  N62 1.212
65 H -1.62386 2.91782 0.77887  C61 1.085
66 H -2.47052 2.94015 2.33410  C61 1.091
67 H -3.36173 3.36304 0.89544  C61 1.083
68 C 0.00067 -0.26808 -1.24070  N69 1.485, H72 1.090, H73 1.083, H74 1.084
69 N 0.05087 1.15842 -0.83074  C68 1.485, O70 1.210, O71 1.212
70 O -0.72669 1.96580 -1.28637  N69 1.210
71 O 0.87991 1.43532 0.00958  N69 1.212
72 H -0.41196 -0.78266 -0.37299  C68 1.090
73 H 1.02856 -0.53202 -1.45626  C68 1.083
74 H -0.71953 -0.36548 -2.04473  C68 1.084

---

ORCA calculation (ωB97M-V/def2-TZVPD) on a cluster of 6 separate species, C38H32FN2O13S in total in a non-equilibrium geometry.

E_tot (eV): -83071.4056
Strongest force on any atom (eV/A): 1.5
Charge: -1
Orbital gap (eV): 5.0756
HOMO (eV): -5.46

Bonds (Å) are listed after each position.
CARTESIAN COORDINATES (ANGSTROEM)
1 C -0.88293 6.60193 2.70635  C2 1.541, H16 1.091, H17 1.089, H18 1.091
2 C -0.83277 5.63973 3.90873  C1 1.541, O3 1.411, H19 1.094, H20 1.090
3 O -1.79060 4.63591 3.64977  C2 1.411, C4 1.427
4 C -1.59210 3.40304 4.33961  O3 1.427, N5 1.504, N8 1.437, C13 1.589
5 N -2.96175 2.78617 4.26275  C4 1.504, C6 1.213
6 C -3.14868 1.95781 3.39717  N5 1.213, S7 1.567
7 S -3.38102 0.73979 2.43956  C6 1.567
8 N -1.23128 3.72189 5.69317  C4 1.437, C9 1.454, H21 1.013
9 C -0.82903 2.66428 6.60629  N8 1.454, F10 1.381, C11 1.531, H22 1.096
10 F -1.45299 1.45147 6.39142  C9 1.381
11 C 0.69416 2.52981 6.69029  C9 1.531, C12 1.556, H23 1.089, H24 1.084
12 C 1.24420 3.71544 7.53369  C11 1.556, H25 1.093, H26 1.089, H27 1.090
13 C -0.48643 2.58669 3.54245  C4 1.589, O14 1.242, O15 1.250
14 O -0.08965 1.50079 3.99664  C13 1.242
15 O -0.12199 3.10620 2.46585  C13 1.250
16 H -0.63567 7.62465 2.99458  C1 1.091
17 H -1.85191 6.54820 2.21223  C1 1.089
18 H -0.14513 6.27912 1.96964  C1 1.091
19 H -1.05773 6.21948 4.80864  C2 1.094
20 H 0.17686 5.23007 3.94113  C2 1.090
21 H -1.98969 4.22033 6.14256  N8 1.013
22 H -1.15277 2.99137 7.60134  C9 1.096
23 H 0.94111 1.58728 7.17559  C11 1.089
24 H 1.14469 2.60319 5.70760  C11 1.084
25 H 0.44460 4.39976 7.82935  C12 1.093
26 H 1.92412 4.31936 6.93404  C12 1.089
27 H 1.72931 3.38054 8.45064  C12 1.090
28 C 1.10172 -0.44879 1.11133  C29 1.332, C34 1.481, H36 1.083
29 C 0.66085 0.70389 0.61036  C28 1.332, C30 1.481, H37 1.089
30 C 0.09820 0.76958 -0.75773  C29 1.481, O31 1.217, C32 1.478
31 O -0.31437 1.81454 -1.22448  C30 1.217
32 C 0.05399 -0.47546 -1.55302  C30 1.478, C33 1.328, H38 1.081
33 C 0.49424 -1.62597 -1.05560  C32 1.328, C34 1.485, H39 1.079
34 C 1.04856 -1.69954 0.31978  C28 1.481, C33 1.485, O35 1.220
35 O 1.44888 -2.76036 0.77016  C34 1.220
36 H 1.51346 -0.52034 2.11002  C28 1.083
37 H 0.68684 1.63346 1.17608  C29 1.089
38 H -0.36304 -0.39640 -2.54694  C32 1.081
39 H 0.47083 -2.54803 -1.61579  C33 1.079
40 C -0.80366 -6.48243 0.55030  C41 1.331, C46 1.483, H48 1.083
41 C -0.70622 -5.25663 0.04035  C40 1.331, C42 1.487, H49 1.086
42 C -1.78970 -4.69409 -0.80820  C41 1.487, O43 1.213, C44 1.481
43 O -1.69703 -3.57942 -1.27741  C42 1.213
44 C -2.97592 -5.54387 -1.06145  C42 1.481, C45 1.330, H50 1.082
45 C -3.06846 -6.76891 -0.55277  C44 1.330, C46 1.483, H51 1.081
46 C -1.99137 -7.33371 0.29549  C40 1.483, C45 1.483, O47 1.215
47 O -2.07473 -8.45243 0.76152  C46 1.215
48 H -0.02858 -6.91377 1.17183  C40 1.083
49 H 0.15231 -4.61603 0.21657  C41 1.086
50 H -3.74950 -5.11383 -1.68470  C44 1.082
51 H -3.92304 -7.40699 -0.73154  C45 1.081
52 C -1.37459 -0.07900 -6.78974  C53 1.330, C58 1.486, H60 1.083
53 C -0.89103 0.83423 -7.62659  C52 1.330, C54 1.486, H61 1.083
54 C -0.16490 2.03110 -7.12677  C53 1.486, O55 1.214, C56 1.482
55 O 0.27191 2.86075 -7.89744  C54 1.214
56 C 0.00145 2.16774 -5.66027  C54 1.482, C57 1.331, H62 1.083
57 C -0.48183 1.25389 -4.82235  C56 1.331, C58 1.484, H63 1.084
58 C -1.20683 0.05876 -5.32005  C52 1.486, C57 1.484, O59 1.214
59 O -1.64902 -0.77747 -4.55946  C58 1.214
60 H -1.90759 -0.95729 -7.13210  C52 1.083
61 H -1.00084 0.75391 -8.70085  C53 1.083
62 H 0.53394 3.04362 -5.31175  C56 1.083
63 H -0.36930 1.34637 -3.74789  C57 1.084
64 C 2.23913 4.75290 0.44875  C65 1.332, C70 1.481, H72 1.084
65 C 1.74138 3.99572 -0.52774  C64 1.332, C66 1.485, H73 1.082
66 C 2.42648 3.88925 -1.84120  C65 1.485, O67 1.215, C68 1.487
67 O 1.98923 3.20722 -2.74691  C66 1.215
68 C 3.68625 4.65863 -2.02164  C66 1.487, C69 1.329, H74 1.083
69 C 4.18016 5.41355 -1.04549  C68 1.329, C70 1.487, H75 1.083
70 C 3.49420 5.51918 0.26924  C64 1.481, C69 1.487, O71 1.214
71 O 3.95580 6.21065 1.15420  C70 1.214
72 H 1.74908 4.83645 1.41205  C64 1.084
73 H 0.82600 3.43177 -0.40341  C65 1.082
74 H 4.17017 4.56716 -2.98648  C68 1.083
75 H 5.09543 5.98189 -1.15678  C69 1.083
76 C 1.50077 -8.35883 -2.78232  C77 1.330, C82 1.484, H84 1.082
77 C 0.24268 -8.42792 -2.35531  C76 1.330, C78 1.484, H85 1.083
78 C -0.87454 -7.88501 -3.16698  C77 1.484, O79 1.214, C80 1.483
79 O -2.02150 -7.94612 -2.77494  C78 1.214
80 C -0.53829 -7.26252 -4.47033  C78 1.483, C81 1.330, H86 1.083
81 C 0.71975 -7.19332 -4.89692  C80 1.330, C82 1.485, H87 1.082
82 C 1.83911 -7.73748 -4.08703  C76 1.484, C81 1.485, O83 1.212
83 O 2.98472 -7.67769 -4.47817  C82 1.212
84 H 2.33127 -8.74788 -2.20730  C76 1.082
85 H -0.02663 -8.87810 -1.40729  C77 1.083
86 H -1.36925 -6.87210 -5.04405  C80 1.083
87 H 0.98805 -6.74282 -5.84390  C81 1.082

---

ORCA calculation (ωB97M-V/def2-TZVPD) on a cluster of 2 separate species, C2H8N3 in total in a non-equilibrium geometry.

E_tot (eV): -6666.0005
Strongest force on any atom (eV/A): 3.2
Charge: +1
Orbital gap (eV): 10.8066
HOMO (eV): -14.97

Bonds (Å) are listed after each position.
CARTESIAN COORDINATES (ANGSTROEM)
1 C 0.22169 1.08719 -0.26270  N3 1.320, N4 1.302, H6 1.072
2 C 0.03848 -1.79149 0.66376  N5 1.264, H7 1.096, H8 1.122
3 N -1.05348 1.33589 -0.02701  C1 1.320, H9 1.031, H10 1.052
4 N 0.77501 0.50967 -1.28956  C1 1.302, H11 1.061, H12 1.073
5 N 0.49974 -0.83978 1.35541  C2 1.264, H13 0.982
6 H 0.96803 1.29994 0.47738  C1 1.072
7 H -0.99504 -2.13397 0.54130  C2 1.096
8 H 0.83722 -2.26310 0.03253  C2 1.122
9 H -1.21072 2.23710 0.44824  N3 1.031
10 H -1.79078 0.98829 -0.69187  N3 1.052
11 H 1.66887 0.08782 -0.90329  N4 1.061
12 H 0.36142 0.05515 -2.16943  N4 1.073
13 H -0.32044 -0.57270 1.82522  N5 0.982

---

ORCA calculation (ωB97M-V/def2-TZVPD) on the molecule C21H23NO3.

E_tot (eV): -29783.6895
Strongest force on any atom (eV/A): 0.5
Orbital gap (eV): 9.0418
HOMO (eV): -8.67
SMILES: O=C(COc1ccc(C(=O)c2ccccc2)cc1)NC1CCCCC1

Bonds (Å) are listed after each position.
CARTESIAN COORDINATES (ANGSTROEM)
1 O -0.42776 0.82879 -2.63522  C2 1.209
2 C 0.60342 0.21170 -2.76814  O1 1.209, C3 1.540, N19 1.347
3 C 1.98143 0.83782 -2.48388  C2 1.540, O4 1.404, H26 1.099, H27 1.094
4 O 1.89881 1.90009 -1.56890  C3 1.404, C5 1.357
5 C 1.41647 1.64905 -0.32549  O4 1.357, C6 1.393, C18 1.398
6 C 1.10030 0.38744 0.17355  C5 1.393, C7 1.380, H28 1.079
7 C 0.63703 0.25722 1.46653  C6 1.380, C8 1.393, H29 1.080
8 C 0.46196 1.36827 2.28771  C7 1.393, C9 1.479, C17 1.397
9 C -0.02207 1.15731 3.66962  C8 1.479, O10 1.217, C11 1.487
10 O 0.15590 0.10639 4.25677  C9 1.217
11 C -0.73855 2.28921 4.31552  C9 1.487, C12 1.393, C16 1.393
12 C -1.61398 3.10516 3.60275  C11 1.393, C13 1.383, H30 1.080
13 C -2.28981 4.12415 4.24901  C12 1.383, C14 1.386, H31 1.080
14 C -2.09390 4.34280 5.60326  C13 1.386, C15 1.386, H32 1.080
15 C -1.23423 3.52598 6.32011  C14 1.386, C16 1.382, H33 1.080
16 C -0.56870 2.49656 5.68218  C11 1.393, C15 1.382, H34 1.080
17 C 0.79917 2.62852 1.78929  C8 1.397, C18 1.376, H35 1.080
18 C 1.27269 2.76454 0.50481  C5 1.398, C17 1.376, H36 1.078
19 N 0.66675 -1.06688 -3.18851  C2 1.347, C20 1.453, H37 1.007
20 C -0.52920 -1.84923 -3.45314  N19 1.453, C21 1.528, C25 1.534, H38 1.096
21 C -0.24245 -2.91969 -4.50502  C20 1.528, C22 1.528, H39 1.091, H40 1.092
22 C 0.66755 -4.02439 -3.96875  C21 1.528, C23 1.526, H41 1.092, H42 1.093
23 C 0.08622 -4.63674 -2.69776  C22 1.526, C24 1.526, H43 1.092, H44 1.092
24 C -0.12727 -3.56200 -1.63618  C23 1.526, C25 1.526, H45 1.091, H46 1.093
25 C -1.06500 -2.47928 -2.16118  C20 1.534, C24 1.526, H47 1.091, H48 1.091
26 H 2.69700 0.07663 -2.14141  C3 1.099
27 H 2.35724 1.28771 -3.40801  C3 1.094
28 H 1.20464 -0.49713 -0.43489  C6 1.079
29 H 0.39168 -0.71790 1.86081  C7 1.080
30 H -1.78096 2.92526 2.55075  C12 1.080
31 H -2.97259 4.75100 3.69434  C13 1.080
32 H -2.61795 5.14528 6.10149  C14 1.080
33 H -1.08844 3.68943 7.37774  C15 1.080
34 H 0.09700 1.84349 6.22684  C16 1.080
35 H 0.71124 3.50030 2.42046  C17 1.080
36 H 1.54022 3.73096 0.10799  C18 1.078
37 H 1.55147 -1.54419 -3.24106  N19 1.007
38 H -1.27377 -1.13903 -3.83065  C20 1.096
39 H -1.19363 -3.35982 -4.80856  C21 1.091
40 H 0.20762 -2.45573 -5.38532  C21 1.092
41 H 0.78554 -4.79510 -4.73289  C22 1.092
42 H 1.66368 -3.62697 -3.75601  C22 1.093
43 H 0.75724 -5.40984 -2.31835  C23 1.092
44 H -0.87110 -5.10829 -2.92957  C23 1.092
45 H -0.55249 -4.00738 -0.73526  C24 1.091
46 H 0.83468 -3.12199 -1.36192  C24 1.093
47 H -2.04310 -2.91599 -2.36945  C25 1.091
48 H -1.20002 -1.69349 -1.41605  C25 1.091